[1]
Entry from OMol25: the molecule C9H15BF3O8P in a non-equilibrium geometry (ωB97M-V/def2-TZVPD).

E_HOMO	-10.376	eV
E_tot	-44077.893	eV
SMILES	O=C(CB(O)O)O[C@@](CCC(F)(F)F)(C[C@@H]1CO1)P(=O)(O)O
F_max	3.45	eV/A

Cartesian coordinates (Å):
O1 1.52 2.31 0.19
C1 1.77 1.28 0.77
C2 3.17 0.83 1.07
B1 3.53 -0.52 0.31
O2 2.85 -1.68 0.51
O3 4.63 -0.51 -0.54
O4 0.82 0.42 1.20
C3 -0.40 0.43 0.47
C4 -1.11 -0.88 0.87
C5 -0.29 -2.17 0.74
C6 -0.78 -3.18 -0.27
F1 -2.04 -2.98 -0.70
F2 -0.77 -4.43 0.29
F3 0.01 -3.28 -1.37
C7 -1.31 1.59 0.96
C8 -2.23 2.11 -0.11
C9 -3.61 2.43 0.36
O5 -3.20 1.24 -0.51
P1 -0.07 0.33 -1.35
O6 1.15 -0.47 -1.56
O7 -1.32 -0.41 -1.99
O8 0.09 1.77 -2.02
H1 3.83 1.61 0.73
H2 3.31 0.75 2.15
H3 2.84 -2.17 -0.32
H4 4.39 -0.25 -1.44
H5 -1.33 -0.75 1.92
H6 -2.07 -0.92 0.36
H7 -0.27 -2.67 1.69
H8 0.75 -1.95 0.51
H9 -2.00 1.21 1.69
H10 -0.74 2.44 1.31
H11 -1.82 2.78 -0.84
H12 -4.19 2.96 -0.37
H13 -4.11 1.85 1.11
H14 -1.07 -0.75 -2.85
H15 0.06 1.64 -2.97

[2]
Entry from OMol25: a 9-piece molecular cluster, C5H30N2O8S overall in a non-equilibrium geometry (ωB97M-V/def2-TZVPD).

multiplicity	2
E_HOMO (alpha / beta)	0.453 / -5.968	eV
E_tot	-35866.012	eV
ΔE to the lowest compared entry with this formula, charge and spin	0.00	kJ/mol
net charge	-1
<S²>	0.750
F_max	1.98	eV/A

Cartesian coordinates (Å):
C1 0.29 1.21 0.89
N1 -0.85 1.75 1.67
C2 -2.12 1.60 0.98
C3 -2.09 2.40 -0.36
S1 -3.78 2.83 -0.93
C4 1.32 0.56 1.76
N2 2.55 0.38 0.99
C5 3.60 -0.15 1.85
H1 0.73 2.11 0.45
H2 -0.02 0.61 0.04
H3 -0.69 2.71 1.94
H4 -2.27 0.54 0.77
H5 -2.89 2.05 1.61
H6 -1.53 1.78 -1.06
H7 -1.47 3.28 -0.21
H8 -4.40 1.95 -0.16
H9 1.03 -0.37 2.26
H10 1.62 1.22 2.58
H11 2.45 -0.33 0.26
H12 4.06 0.65 2.44
H13 4.45 -0.60 1.32
H14 3.29 -0.97 2.51
H15 -3.51 -1.21 -1.68
H16 -2.44 -0.54 -2.71
O1 -2.67 -0.78 -1.81
H17 -0.59 -3.58 -0.44
H18 -0.08 -2.85 0.85
O2 -0.23 -2.75 -0.10
H19 3.18 -0.43 -2.00
H20 3.87 0.87 -2.54
O3 3.28 0.15 -2.77
H21 -1.32 2.73 -2.99
H22 -1.35 1.32 -3.61
O4 -1.67 2.22 -3.71
H23 1.17 -2.02 -0.80
H24 2.33 -2.60 -1.55
O5 2.10 -1.81 -1.08
H25 1.00 0.65 -2.48
H26 1.13 2.07 -3.14
O6 0.77 1.58 -2.40
H27 -2.05 -3.95 1.99
H28 -3.27 -3.67 1.14
O7 -2.33 -3.85 1.08
H29 0.36 -2.68 3.41
H30 -0.55 -1.57 2.87
O8 -0.40 -2.52 2.85

[3]
Entry from OMol25: the molecule C5H7NO2 in a non-equilibrium geometry (ωB97M-V/def2-TZVPD).

E_HOMO	-9.613	eV
E_tot	-10875.869	eV
SMILES	C[C@@H]1ON=C[C@@H]2O[C@@H]12
ΔE to the lowest compared entry with this formula, charge and spin	747.64	kJ/mol
F_max	4.68	eV/A

Cartesian coordinates (Å):
C1 -2.07 -0.26 -0.31
C2 -0.76 -0.17 0.56
O1 -0.38 1.26 0.37
N1 0.82 1.72 -0.27
C3 1.85 0.89 -0.36
C4 1.74 -0.34 0.40
O2 1.59 -1.54 -0.15
C5 0.36 -0.74 -0.19
H1 -2.07 -0.17 -1.34
H2 -3.01 0.32 0.01
H3 -2.31 -1.37 -0.29
H4 -0.90 -0.32 1.75
H5 2.98 1.37 -0.38
H6 2.03 -0.24 1.51
H7 0.13 -0.42 -1.30

[4]
Entry from OMol25: the molecule C5H8O (ωB97M-V/def2-TZVPD).

E_HOMO (alpha / beta)	-8.320 / -8.319	eV
E_tot	-7357.477	eV
ΔE to the lowest compared entry with this formula, charge and spin	461.07	kJ/mol
F_max	0.42	eV/A

Cartesian coordinates (Å):
C1 -2.02 0.46 0.02
O1 -1.31 -0.65 0.52
C2 -0.42 -1.27 -0.40
C3 0.97 -0.81 -0.57
C4 1.30 0.41 0.13
C5 2.60 0.64 0.44
H1 -2.59 0.22 -0.89
H2 -2.72 0.76 0.80
H3 -1.36 1.32 -0.20
H4 -0.39 -2.33 -0.11
H5 -0.85 -1.28 -1.43
H6 3.37 -0.05 0.12
H7 2.89 1.48 1.06
H8 0.54 1.10 0.51

[5]
Entry from OMol25: a 2-piece molecular cluster, C3H4ClO4 overall in a non-equilibrium geometry (ωB97M-V/def2-TZVPD).

E_HOMO	-3.042	eV
E_tot	-23888.185	eV
ΔE to the lowest compared entry with this formula, charge and spin	288.00	kJ/mol
net charge	-1
F_max	3.72	eV/A

Cartesian coordinates (Å):
C1 1.11 0.55 -0.07
C2 -0.03 0.63 0.71
C3 -0.90 -1.16 -0.29
O1 1.21 1.27 -1.13
O2 2.05 -0.39 0.18
O3 -0.89 1.71 0.60
O4 -0.17 -2.05 0.04
Cl1 -0.79 -0.70 -2.00
H1 -0.32 0.16 1.63
H2 -2.06 -1.09 -0.11
H3 -0.78 2.09 -0.29
H4 1.57 -1.01 0.72

[6]
Entry from OMol25: an isolated ion of composition C4H6N3O2 and charge +1 in a non-equilibrium geometry (ωB97M-V/def2-TZVPD).

E_HOMO	-14.509	eV
E_tot	-12801.117	eV
SMILES	C=[N+](NC)C(=O)N=C=O
ΔE to the lowest compared entry with this formula, charge and spin	347.04	kJ/mol
net charge	+1
F_max	3.65	eV/A

Cartesian coordinates (Å):
C1 0.21 -1.41 -1.22
N1 -0.07 -0.45 -0.45
N2 0.68 0.04 0.54
C2 2.15 -0.22 0.95
C3 -1.49 0.08 -0.40
O1 -2.41 -0.63 -0.54
N3 -1.55 1.37 -0.14
C4 -2.54 2.08 0.13
O2 -3.33 2.82 0.44
H1 1.21 -1.73 -1.26
H2 -0.42 -1.94 -1.93
H3 0.37 0.93 0.91
H4 2.30 -1.32 0.93
H5 2.74 0.10 0.13
H6 2.14 0.30 1.91

[7]
Entry from OMol25: C25H37ORe as an isolated structure in a non-equilibrium geometry (ωB97M-V/def2-TZVPD).

multiplicity	4
E_HOMO (alpha / beta)	-10.505 / -10.477	eV
E_tot	-30687.743	eV
ΔE to the lowest compared entry with this formula, charge and spin	248.71	kJ/mol
net charge	+1
<S²>	3.772
F_max	6.98	eV/A

Cartesian coordinates (Å):
C1 -1.95 -0.48 1.89
C2 -2.06 -0.67 0.47
C3 -2.08 0.64 -0.15
C4 -1.97 1.63 0.90
C5 -1.88 0.94 2.16
Re1 -0.30 0.40 0.95
C6 2.65 2.64 -0.71
C7 2.49 1.91 0.45
H1 3.09 0.99 0.57
C8 1.27 1.93 1.31
H2 0.84 2.94 1.37
H3 1.57 1.60 2.31
C9 3.38 1.87 -1.93
H4 3.47 0.75 -1.79
H5 2.79 1.95 -2.87
H6 4.37 2.29 -2.19
C10 1.24 2.97 -1.40
H7 0.47 2.20 -1.08
H8 0.87 3.96 -1.14
H9 1.28 2.86 -2.52
C11 -2.17 -2.00 -0.17
H10 -1.53 -2.74 0.33
H11 -3.21 -2.37 -0.10
H12 -1.84 -1.98 -1.22
C12 -2.32 0.86 -1.60
H13 -1.78 0.10 -2.17
H14 -3.39 0.77 -1.84
H15 -1.97 1.86 -1.91
C13 -2.00 3.12 0.75
H16 -1.87 3.41 -0.30
H17 -2.95 3.54 1.12
H18 -1.20 3.58 1.34
C14 -1.81 1.52 3.53
H19 -1.33 2.51 3.52
H20 -2.81 1.63 3.97
H21 -1.24 0.87 4.20
C15 -2.03 -1.57 2.91
H22 -1.62 -1.25 3.88
H23 -3.08 -1.86 3.07
H24 -1.49 -2.46 2.58
C16 -0.48 -2.20 -2.79
C17 0.21 -0.90 -3.11
C18 -0.90 -2.87 -3.84
C19 0.16 -0.28 -4.37
H25 0.75 -0.05 -2.67
C20 -0.94 -2.21 -5.17
H26 -1.20 -4.00 -3.66
C21 -0.48 -0.88 -5.45
H27 0.64 0.65 -4.54
H28 -1.39 -2.82 -5.96
H29 -0.64 -0.45 -6.45
C22 2.44 -2.86 2.05
C23 2.71 -1.81 3.12
C24 1.52 -0.89 3.04
O1 1.24 -0.86 1.55
C25 1.62 -2.19 0.96
H30 3.36 -3.29 1.64
H31 1.84 -3.67 2.47
H32 3.61 -1.23 2.88
H33 2.81 -2.21 4.13
H34 0.63 -1.29 3.56
H35 1.73 0.13 3.38
H36 2.18 -1.95 0.05
H37 0.70 -2.73 0.70

[8]
Entry from OMol25: the molecule C26H34N6O3 in a non-equilibrium geometry (ωB97M-V/def2-TZVPD).

E_HOMO	-8.233	eV
E_tot	-42596.419	eV
SMILES	CCC[C@H](c1nnnn1C(C)(C)CC)N(Cc1ccco1)Cc1cc2ccc(OC)cc2[nH]c1=O
ΔE to the lowest compared entry with this formula, charge and spin	186.14	kJ/mol
F_max	1.39	eV/A

Cartesian coordinates (Å):
C1 -3.39 -0.78 -3.63
C2 -4.19 -0.08 -2.53
C3 -3.42 1.07 -1.88
C4 -2.34 0.54 -0.91
C5 -2.99 0.15 0.38
N1 -4.06 0.75 0.86
N2 -4.34 0.18 2.02
N3 -3.51 -0.74 2.28
N4 -2.63 -0.81 1.27
C6 -1.52 -1.75 1.32
C7 -1.50 -2.61 0.05
C8 -0.23 -0.92 1.44
C9 -1.67 -2.63 2.57
C10 -2.83 -3.62 2.53
N5 -1.27 1.49 -0.62
C11 -1.67 2.73 0.02
C12 -0.52 3.27 0.81
C13 0.18 4.44 0.71
C14 1.20 4.38 1.70
C15 1.04 3.17 2.31
O1 0.01 2.50 1.78
C16 -0.33 1.67 -1.73
C17 0.98 1.00 -1.40
C18 2.00 1.64 -0.78
C19 3.19 0.97 -0.40
C20 4.26 1.59 0.27
C21 5.38 0.89 0.61
C22 5.49 -0.48 0.29
O2 6.65 -1.07 0.68
C23 6.85 -2.43 0.39
C24 4.45 -1.12 -0.36
C25 3.31 -0.40 -0.70
N6 2.27 -1.01 -1.35
C26 1.08 -0.41 -1.71
O3 0.22 -1.08 -2.27
H1 -2.45 -1.16 -3.25
H2 -3.96 -1.61 -4.04
H3 -3.17 -0.09 -4.44
H4 -5.11 0.32 -2.97
H5 -4.49 -0.80 -1.77
H6 -4.11 1.70 -1.32
H7 -2.94 1.67 -2.65
H8 -1.86 -0.33 -1.35
H9 -0.93 -3.52 0.25
H10 -1.03 -2.10 -0.78
H11 -2.51 -2.90 -0.24
H12 0.64 -1.57 1.36
H13 -0.19 -0.16 0.66
H14 -0.20 -0.41 2.40
H15 -1.80 -1.98 3.44
H16 -0.73 -3.18 2.70
H17 -3.77 -3.09 2.41
H18 -2.71 -4.34 1.72
H19 -2.87 -4.17 3.47
H20 -2.50 2.51 0.69
H21 -1.99 3.50 -0.70
H22 -0.01 5.24 0.03
H23 1.93 5.13 1.91
H24 1.59 2.70 3.11
H25 -0.16 2.74 -1.90
H26 -0.72 1.22 -2.65
H27 1.92 2.70 -0.55
H28 4.17 2.64 0.51
H29 6.20 1.36 1.12
H30 7.83 -2.67 0.78
H31 6.82 -2.63 -0.68
H32 6.10 -3.05 0.89
H33 4.51 -2.17 -0.61
H34 2.35 -2.00 -1.58

Number 4 is which compound? C5H8O

Please write out number 8 again, unchanged.
Entry from OMol25: the molecule C26H34N6O3 in a non-equilibrium geometry (ωB97M-V/def2-TZVPD).

E_HOMO	-8.233	eV
E_tot	-42596.419	eV
SMILES	CCC[C@H](c1nnnn1C(C)(C)CC)N(Cc1ccco1)Cc1cc2ccc(OC)cc2[nH]c1=O
ΔE to the lowest compared entry with this formula, charge and spin	186.14	kJ/mol
F_max	1.39	eV/A

Cartesian coordinates (Å):
C1 -3.39 -0.78 -3.63
C2 -4.19 -0.08 -2.53
C3 -3.42 1.07 -1.88
C4 -2.34 0.54 -0.91
C5 -2.99 0.15 0.38
N1 -4.06 0.75 0.86
N2 -4.34 0.18 2.02
N3 -3.51 -0.74 2.28
N4 -2.63 -0.81 1.27
C6 -1.52 -1.75 1.32
C7 -1.50 -2.61 0.05
C8 -0.23 -0.92 1.44
C9 -1.67 -2.63 2.57
C10 -2.83 -3.62 2.53
N5 -1.27 1.49 -0.62
C11 -1.67 2.73 0.02
C12 -0.52 3.27 0.81
C13 0.18 4.44 0.71
C14 1.20 4.38 1.70
C15 1.04 3.17 2.31
O1 0.01 2.50 1.78
C16 -0.33 1.67 -1.73
C17 0.98 1.00 -1.40
C18 2.00 1.64 -0.78
C19 3.19 0.97 -0.40
C20 4.26 1.59 0.27
C21 5.38 0.89 0.61
C22 5.49 -0.48 0.29
O2 6.65 -1.07 0.68
C23 6.85 -2.43 0.39
C24 4.45 -1.12 -0.36
C25 3.31 -0.40 -0.70
N6 2.27 -1.01 -1.35
C26 1.08 -0.41 -1.71
O3 0.22 -1.08 -2.27
H1 -2.45 -1.16 -3.25
H2 -3.96 -1.61 -4.04
H3 -3.17 -0.09 -4.44
H4 -5.11 0.32 -2.97
H5 -4.49 -0.80 -1.77
H6 -4.11 1.70 -1.32
H7 -2.94 1.67 -2.65
H8 -1.86 -0.33 -1.35
H9 -0.93 -3.52 0.25
H10 -1.03 -2.10 -0.78
H11 -2.51 -2.90 -0.24
H12 0.64 -1.57 1.36
H13 -0.19 -0.16 0.66
H14 -0.20 -0.41 2.40
H15 -1.80 -1.98 3.44
H16 -0.73 -3.18 2.70
H17 -3.77 -3.09 2.41
H18 -2.71 -4.34 1.72
H19 -2.87 -4.17 3.47
H20 -2.50 2.51 0.69
H21 -1.99 3.50 -0.70
H22 -0.01 5.24 0.03
H23 1.93 5.13 1.91
H24 1.59 2.70 3.11
H25 -0.16 2.74 -1.90
H26 -0.72 1.22 -2.65
H27 1.92 2.70 -0.55
H28 4.17 2.64 0.51
H29 6.20 1.36 1.12
H30 7.83 -2.67 0.78
H31 6.82 -2.63 -0.68
H32 6.10 -3.05 0.89
H33 4.51 -2.17 -0.61
H34 2.35 -2.00 -1.58